Density functional theory data (ωB97M-V with the def2-TZVPD basis set) for the molecule C6H11ClO4S at a distorted geometry.

Computed properties:
energy relative to the best compared isomer or geometry (same formula, charge and spin) = 39.0 kJ/mol
gap between HOMO and LUMO = 11.87 eV
total energy = -37945.798 eV
charge = 0
lowest unoccupied orbital energy = 0.625 eV
strongest force on any atom = 3.87 eV Å⁻¹

Element x y z (Å)
1 C -0.191 0.049 -2.301
2 C 0.375 0.927 2.896
3 C -0.233 -0.827 -1.042
4 C -0.711 -0.143 2.704
5 C -0.912 -0.219 0.194
6 C -0.525 -1.009 1.447
7 O 2.860 0.632 -3.009
8 O 1.270 1.299 -4.769
9 O 0.543 1.171 -2.293
10 O 0.787 -0.746 -3.391
11 S 1.564 0.657 -3.521
12 Cl -1.744 0.328 -3.006
13 H 0.379 1.662 2.207
14 H 0.146 1.639 3.741
15 H 1.261 0.333 2.872
16 H 0.784 -1.024 -0.706
17 H -0.538 -1.812 -1.326
18 H -1.663 0.437 2.659
19 H -0.413 -0.729 3.527
20 H -1.971 -0.204 0.056
21 H -0.459 0.771 0.223
22 H 0.511 -1.291 1.381
23 H -1.119 -1.901 1.456

Here are the natural (NBO) charges for atoms 1 to 4, given in e: number 1, C, carries 0.5042; number 2, C, carries -0.6054; number 3, C, carries -0.4634; number 4, C, carries -0.3977



Density functional theory data (ωB97M-V with the def2-TZVPD basis set) for a cluster of 2 separate species, C6H11ClSi in total at a distorted geometry.

Computed properties:
energy relative to the best compared isomer or geometry (same formula, charge and spin) = 527.1 kJ/mol
gap between HOMO and LUMO = 8.82 eV
total energy = -26794.990 eV
charge = 0
lowest unoccupied orbital energy = -0.410 eV
strongest force on any atom = 5.54 eV Å⁻¹

Element x y z (Å)
1 C -1.728 -0.995 -1.710
2 C -2.901 -1.337 -1.655
3 C -1.021 -0.214 1.396
4 C 1.985 -1.096 -0.076
5 C 1.484 1.676 0.903
6 C -0.440 0.805 -1.347
7 Si 0.516 0.188 0.223
8 Cl -4.182 -2.294 -1.971
9 H -1.177 0.714 2.135
10 H -2.013 -0.329 0.750
11 H -1.126 -1.167 2.040
12 H 3.009 -0.590 -0.240
13 H 2.111 -1.707 0.785
14 H 1.878 -1.719 -0.940
15 H 2.175 1.961 0.172
16 H 1.053 2.640 1.310
17 H 1.976 1.206 1.722
18 H -1.402 1.309 -1.178
19 H -0.196 0.949 -2.319

Here are the natural (NBO) charges for atoms 1 to 4, given in e: number 1, C, carries -0.1044; number 2, C, carries -0.3106; number 3, C, carries -1.1268; number 4, C, carries -1.0651



Density functional theory data (ωB97M-V with the def2-TZVPD basis set) for a cluster of 2 separate species, C6H11N in total at a distorted geometry.

Computed properties:
energy relative to the best compared isomer or geometry (same formula, charge and spin) = 189.1 kJ/mol
gap between HOMO and LUMO (spin up / spin down) = 5.38 / 4.69 eV
total energy = -7886.505 eV
charge = -1
lowest unoccupied orbital energy (spin up / spin down) = 3.628 / 2.943 eV
strongest force on any atom = 2.72 eV Å⁻¹
multiplicity = 2

Element x y z (Å)
1 C -2.945 0.057 1.165
2 C -3.302 0.335 -0.111
3 N -2.505 0.186 -1.161
4 C 4.009 0.413 0.034
5 C 0.212 -0.507 -0.236
6 C 1.554 -0.112 0.363
7 C 2.740 0.049 -0.376
8 H -2.003 -0.515 1.482
9 H -3.574 0.288 2.036
10 H -4.213 0.954 -0.280
11 H -2.843 -0.038 -2.066
12 H 4.170 0.885 1.058
13 H 4.796 0.042 -0.661
14 H -0.174 -1.603 -0.084
15 H -0.636 0.106 0.118
16 H 0.214 -0.270 -1.374
17 H 1.811 0.198 1.430
18 H 2.689 -0.467 -1.335

Here are the natural (NBO) charges for atoms 1 to 4, given in e: number 1, C, carries -0.7176; number 2, C, carries 0.0264; number 3, N, carries -1.0143; number 4, C, carries -0.4309



Density functional theory data (ωB97M-V with the def2-TZVPD basis set) for the molecule C6H11N.

Computed properties:
energy relative to the best compared isomer or geometry (same formula, charge and spin) = 369.6 kJ/mol
SMILES = CN1[C@@H]2CCC[C@H]21
gap between HOMO and LUMO = 9.49 eV
total energy = -7886.701 eV
charge = 0
lowest unoccupied orbital energy = 1.190 eV
strongest force on any atom = 0.73 eV Å⁻¹

Element x y z (Å)
1 C 0.058 0.666 -2.489
2 N 0.810 0.054 -1.398
3 C 0.542 0.612 -0.085
4 C 0.964 0.451 1.369
5 C -0.332 -0.364 1.843
6 C -1.041 -0.911 0.526
7 C 0.151 -0.809 -0.420
8 H 0.639 1.491 -2.902
9 H -0.066 -0.087 -3.290
10 H -0.920 1.048 -2.201
11 H -0.342 1.284 -0.111
12 H 1.861 -0.155 1.498
13 H 1.100 1.384 1.920
14 H -0.029 -1.199 2.497
15 H -0.992 0.277 2.426
16 H -1.399 -1.930 0.658
17 H -1.879 -0.251 0.254
18 H 0.874 -1.559 -0.095

Here are the natural (NBO) charges for atoms 1 to 4, given in e: number 1, C, carries -0.4097; number 2, N, carries -0.3438; number 3, C, carries -0.0671; number 4, C, carries -0.4037



Density functional theory data (ωB97M-V with the def2-TZVPD basis set) for the molecule C6H11N at a distorted geometry.

Computed properties:
energy relative to the best compared isomer or geometry (same formula, charge and spin) = 180.6 kJ/mol
SMILES = C/C=C/C/C=C/N
gap between HOMO and LUMO = 9.28 eV
total energy = -7888.659 eV
charge = 0
lowest unoccupied orbital energy = 1.199 eV
strongest force on any atom = 1.82 eV Å⁻¹

Element x y z (Å)
1 C 0.968 2.683 -1.146
2 C 0.312 1.399 -1.585
3 C 0.748 0.210 -1.159
4 C -0.126 -0.956 -0.807
5 C -0.108 -1.106 0.704
6 C -0.931 -1.919 1.369
7 N -1.015 -1.944 2.778
8 H 2.035 2.669 -1.395
9 H 0.864 2.872 -0.083
10 H 0.517 3.528 -1.673
11 H -0.582 1.436 -2.200
12 H 1.751 0.252 -0.739
13 H 0.321 -1.840 -1.279
14 H -1.162 -0.928 -1.128
15 H 0.512 -0.450 1.310
16 H -1.401 -2.713 0.800
17 H -1.967 -2.137 3.061
18 H -0.734 -1.056 3.170

Here are the natural (NBO) charges for atoms 1 to 4, given in e: number 1, C, carries -0.6492; number 2, C, carries -0.1801; number 3, C, carries -0.1708; number 4, C, carries -0.4667



Density functional theory data (ωB97M-V with the def2-TZVPD basis set) for the molecule C6H11N at a distorted geometry.

Computed properties:
energy relative to the best compared isomer or geometry (same formula, charge and spin) = 205.3 kJ/mol
SMILES = C/C=C/C(C)=C/N
gap between HOMO and LUMO = 8.20 eV
total energy = -7888.404 eV
charge = 0
lowest unoccupied orbital energy = 1.046 eV
strongest force on any atom = 2.80 eV Å⁻¹

Element x y z (Å)
1 C -2.270 -1.907 -1.210
2 C -1.541 -0.764 -0.665
3 C -0.647 -0.716 0.359
4 C 0.435 0.257 0.493
5 C 1.394 -0.166 1.626
6 C 0.761 1.206 -0.409
7 N 1.767 2.144 -0.213
8 H -1.787 -2.880 -1.024
9 H -2.388 -1.852 -2.262
10 H -3.218 -2.234 -0.758
11 H -1.549 0.184 -1.226
12 H -0.807 -1.335 1.240
13 H 1.509 -1.247 1.804
14 H 0.965 0.101 2.598
15 H 2.513 0.185 1.494
16 H 0.312 1.255 -1.396
17 H 1.543 3.023 -0.677
18 H 2.012 2.356 0.756

Here are the natural (NBO) charges for atoms 1 to 4, given in e: number 1, C, carries -0.6618; number 2, C, carries -0.1876; number 3, C, carries -0.1890; number 4, C, carries -0.1480